(1)
Molecular formula: C41H60ClCrN5OS5SbSi3
Method: DFT, ωB97M-V/def2-TZVPD

Last column: Mulliken spin population.
Positions of all 118 atoms, in Å:
Sb  -2.674  0.065  -1.878  0.174
Cr  -1.016  0.528  0.378  3.748
Cl  1.406  -0.854  7.189  0.000
S  -2.893  -1.359  4.608  0.003
S  -2.070  -3.561  2.986  0.001
S  -0.811  -1.835  0.852  -0.027
S  -3.427  -4.128  5.578  -0.002
S  -1.746  0.736  2.758  -0.039
Si  -4.132  3.287  -2.640  0.007
Si  -5.313  1.234  -0.545  -0.007
Si  0.601  1.482  -2.585  0.036
O  4.270  -1.450  -0.386  0.000
N  -1.759  2.458  0.219  -0.072
N  3.604  1.364  1.342  0.003
N  3.324  0.064  1.607  -0.005
N  -1.047  -1.913  -2.545  0.010
N  1.404  0.959  1.120  0.022
C  -2.057  -0.932  3.129  0.006
C  -0.097  -1.122  -2.014  -0.080
C  -3.731  2.056  -1.253  0.095
C  2.448  1.111  -2.433  -0.002
C  -4.936  0.420  1.088  0.040
C  6.916  -1.553  0.161  0.000
C  3.466  -3.126  1.098  -0.003
C  1.131  -1.948  4.729  0.004
C  -5.410  2.625  -3.850  -0.001
C  1.970  -1.760  5.816  0.000
C  2.419  1.859  1.058  0.008
C  -1.661  4.321  1.732  0.001
C  2.016  -0.146  1.477  0.045
C  3.698  -2.993  4.721  0.000
C  -6.008  -0.081  -1.708  0.002
C  -2.994  4.601  1.464  0.012
C  2.884  -3.185  3.608  0.001
C  3.395  -3.932  2.402  -0.002
C  4.534  -2.029  0.894  0.001
C  -2.613  3.857  -3.579  0.000
C  1.423  -2.991  -2.027  0.007
C  -3.018  2.785  -0.147  0.024
C  -2.913  0.235  -4.034  0.070
C  -4.885  4.931  -2.083  -0.001
C  6.571  -2.650  2.352  0.000
C  -0.481  0.267  -1.710  -0.116
C  0.421  -3.791  -2.576  -0.008
C  -2.824  -3.074  4.456  -0.001
C  3.251  -2.285  5.827  0.000
C  4.406  -0.860  1.897  0.001
C  0.448  3.276  -2.027  0.034
C  1.173  -1.672  -1.730  -0.007
C  6.154  -3.908  0.244  0.000
C  -3.655  3.842  0.527  -0.014
C  -1.104  3.240  1.099  0.052
C  0.374  1.418  -4.466  0.000
C  1.591  -2.668  3.637  0.005
C  -6.745  2.435  -0.252  0.001
C  6.020  -2.540  0.922  0.000
C  -0.804  -3.199  -2.793  0.006
C  -1.670  -1.974  2.364  0.036
H  4.704  -3.400  4.728  0.000
H  -4.474  1.109  1.799  -0.004
H  6.795  -0.529  0.517  0.000
H  -6.965  3.048  -1.125  0.000
H  2.723  0.215  -2.992  0.001
H  3.891  -2.136  6.687  0.000
H  0.925  -2.810  2.791  -0.006
H  5.725  -3.906  -0.761  0.000
H  -3.508  5.405  1.975  0.000
H  2.394  -3.427  -1.806  0.001
H  6.668  -1.673  2.828  0.000
H  -5.857  0.034  1.534  0.000
H  -7.639  1.845  -0.033  0.000
H  -5.827  4.823  -1.544  0.000
H  7.961  -1.838  0.301  0.000
H  -5.519  3.343  -4.667  0.000
H  -2.885  4.143  -4.599  0.000
H  7.211  -4.159  0.145  0.000
H  -1.842  3.099  -3.633  0.001
H  -1.639  -3.773  -3.181  0.000
H  -2.158  -0.421  -4.458  0.001
H  -6.385  2.519  -3.369  0.000
H  6.698  -1.553  -0.905  0.000
H  2.725  -4.774  2.201  0.000
H  -7.083  -0.177  -1.538  -0.001
H  1.917  -1.064  -1.239  0.000
H  -4.245  -0.417  0.960  0.007
H  -4.201  5.508  -1.460  0.000
H  1.082  3.462  -1.158  0.000
H  5.676  -4.702  0.820  0.000
H  4.105  -2.157  -1.020  0.000
H  -0.094  2.928  1.331  -0.019
H  2.497  -2.658  0.914  0.000
H  -6.576  3.095  0.600  0.000
H  -4.681  4.061  0.284  -0.002
H  2.291  2.894  0.787  -0.001
H  2.993  1.953  -2.871  0.000
H  1.512  -1.084  1.621  -0.030
H  5.297  -0.240  1.858  -0.001
H  4.362  -4.372  2.642  0.000
H  -5.085  5.519  -2.983  0.000
H  3.582  -3.846  0.286  0.001
H  -5.140  1.668  -4.285  0.000
H  -0.522  1.920  -4.827  0.000
H  0.584  -4.836  -2.800  -0.001
H  -1.083  4.886  2.449  0.000
H  5.961  -3.279  2.996  0.000
H  4.294  -1.240  2.914  0.001
H  0.132  -1.530  4.732  0.002
H  -0.565  3.561  -1.765  -0.003
H  0.789  3.934  -2.832  -0.001
H  1.237  1.880  -4.957  0.000
H  -5.544  -1.047  -1.506  0.000
H  -2.787  1.241  -4.418  -0.014
H  7.570  -3.091  2.314  0.000
H  0.321  0.377  -4.796  -0.001
H  -2.179  4.734  -3.093  0.000
H  -5.858  0.147  -2.761  0.001
H  -3.901  -0.138  -4.308  0.001
H  2.799  0.986  -1.407  -0.001

## Properties
Frontier orbital gap (spin up / spin down), eV: 5.93 / 6.07
⟨S²⟩: 6.033
Spin multiplicity: 5
E_HOMO (spin up / spin down), eV: -3.88 / -4.02
Net charge: -1
Energy relative to the best compared isomer or geometry (same formula, charge and spin), eV: 0.000

=====

(2)
Molecular formula: C41H60ClCrN5OS5SbSi3
Method: DFT, ωB97M-V/def2-TZVPD

Last column: Mulliken spin population.
Positions of all 118 atoms, in Å:
Sb  -4.211  -0.576  -0.655  0.007
Cr  -0.789  -0.565  -1.405  3.880
Cl  1.206  -0.810  5.197  0.000
S  0.933  -4.335  0.054  -0.002
S  4.226  -2.032  -1.596  0.000
S  3.889  -4.233  0.130  0.001
S  1.444  -1.449  -2.173  -0.029
S  6.677  -3.281  -0.460  0.000
Si  -4.779  -3.298  0.927  0.001
Si  -2.047  -1.923  1.889  -0.006
Si  -3.021  0.747  -3.373  -0.013
O  4.251  2.626  -1.799  0.000
N  1.415  3.166  -1.347  -0.003
N  0.414  1.184  -1.072  -0.117
N  -2.552  3.040  -1.566  0.002
N  -1.758  -2.374  -1.594  -0.188
N  2.039  2.437  -0.390  0.008
C  -1.460  -4.382  -2.879  -0.003
C  1.443  1.262  -0.247  0.012
C  -2.326  4.224  -0.988  0.004
C  -4.273  2.032  -3.928  0.001
C  -0.457  -1.112  1.357  0.289
C  -4.851  0.734  0.935  0.005
C  -2.465  1.915  -0.835  -0.135
C  5.111  5.055  -1.036  0.000
C  5.553  0.921  1.384  0.000
C  2.559  -2.468  -1.276  0.006
C  -1.905  3.233  1.118  0.002
C  -2.001  4.388  0.342  -0.005
C  3.078  0.928  4.298  0.000
C  5.019  -3.206  -0.641  0.000
C  -2.575  -4.438  -0.782  0.001
C  -1.552  -3.504  2.755  0.002
C  -2.635  0.615  -1.531  0.143
C  5.087  1.288  -0.039  -0.002
C  -2.137  2.012  0.534  0.025
C  -4.523  -4.842  1.993  0.000
C  3.193  2.974  0.304  -0.001
C  4.471  0.520  2.357  0.000
C  5.523  3.873  -0.146  0.000
C  5.501  4.366  1.311  0.000
C  2.859  -1.139  3.078  0.000
C  6.953  3.478  -0.518  0.000
C  2.472  -0.303  4.112  -0.001
C  -1.304  -3.034  -2.679  0.105
C  -3.765  -0.866  -4.021  0.039
C  0.446  2.375  -1.731  0.051
C  -2.479  -3.047  -0.668  0.016
C  2.374  -3.544  -0.465  0.006
C  -2.066  -5.108  -1.871  0.011
C  -5.736  -3.858  -0.596  0.000
C  -2.769  -0.818  3.233  0.002
C  4.543  2.683  -0.403  -0.001
C  4.084  1.324  3.424  0.000
C  3.846  -0.716  2.204  0.000
C  -6.005  -2.250  1.893  0.000
C  -1.442  1.019  -4.383  0.069
C  -3.217  -2.298  0.433  0.031
H  -5.113  -4.375  -1.327  0.000
H  5.624  5.959  -0.694  0.000
H  -0.271  2.655  -2.484  -0.003
H  -5.865  0.452  1.215  0.000
H  -2.056  1.106  1.120  -0.025
H  6.170  1.709  1.815  0.000
H  -4.867  1.742  0.517  0.000
H  4.587  4.917  1.540  0.000
H  -2.604  0.245  3.039  -0.001
H  5.941  1.106  -0.700  0.000
H  5.376  4.878  -2.077  0.000
H  5.600  3.563  2.041  0.000
H  -0.747  -3.272  3.460  0.000
H  0.111  -0.912  2.268  0.008
H  -1.244  2.081  -4.556  0.001
H  -5.222  -5.608  1.643  0.000
H  -2.374  -3.949  3.319  0.000
H  -6.209  -3.016  -1.103  0.000
H  -3.834  -0.966  3.417  0.000
H  -4.217  0.731  1.818  -0.001
H  -6.523  -4.550  -0.276  0.000
H  -2.137  -6.187  -1.927  -0.001
H  7.592  4.364  -0.492  0.000
H  -6.711  -2.930  2.379  0.000
H  4.325  0.569  -0.352  0.001
H  4.035  5.240  -1.008  0.000
H  -3.063  -5.000  -0.001  0.000
H  -3.920  3.045  -3.746  0.000
H  -4.764  -4.626  3.038  0.000
H  -1.823  5.371  0.755  0.000
H  -2.406  5.088  -1.642  0.000
H  2.403  -2.112  2.954  0.000
H  -6.578  -1.595  1.234  0.001
H  -4.473  1.902  -4.997  0.000
H  -4.838  -0.909  -3.820  0.000
H  -5.551  -1.634  2.670  0.000
H  -3.625  -0.904  -5.107  0.002
H  3.205  2.544  1.301  0.000
H  6.336  5.053  1.466  0.000
H  -5.222  1.903  -3.394  0.000
H  7.377  2.740  0.167  0.000
H  -0.764  -2.442  -3.402  0.012
H  6.999  3.071  -1.532  0.000
H  -1.055  -4.846  -3.766  0.000
H  1.773  0.494  0.438  0.030
H  -1.544  0.540  -5.361  0.005
H  0.140  -1.786  0.730  -0.135
H  2.772  1.563  5.119  0.000
H  4.822  1.968  -2.210  0.000
H  4.149  -1.372  1.394  0.000
H  -0.546  0.596  -3.913  -0.012
H  6.209  0.054  1.263  0.000
H  -2.237  -1.064  4.157  0.000
H  -3.321  -1.769  -3.600  -0.013
H  -3.522  -5.270  1.979  0.000
H  -0.589  -0.141  0.870  -0.082
H  -1.647  3.294  2.169  0.000
H  4.570  2.280  3.586  0.000
H  -1.152  -4.238  2.050  0.000
H  3.005  4.040  0.391  0.000

## Properties
Frontier orbital gap (spin up / spin down), eV: 5.59 / 5.61
⟨S²⟩: 6.026
Spin multiplicity: 5
E_HOMO (spin up / spin down), eV: -3.50 / -3.52
Net charge: -1
Energy relative to the best compared isomer or geometry (same formula, charge and spin), eV: 0.716

=====

Question: Number 2 is which compound?
Answer: C41H60ClCrN5OS5SbSi3

=====

Question: Look up the ⟨S²⟩ of the second one.
Answer: 6.026

=====

Question: Which value of energy relative to the best compared isomer or geometry (same formula, charge and spin) does entry 2 give?
Answer: 0.716 eV